Formula: C41H41NO12
Source: the OMol25 dataset
Level of theory: ωB97M-V with the def2-TZVPD basis set

The energy is -69227.001 eV. As for the HOMO-LUMO gap: 8.09 eV. The SMILES is Oc1ccc(O)cc1.Oc1ccc(O)cc1.Oc1ccc(O)cc1.Oc1ccc(O)cc1.Oc1ccc(O)cc1.Oc1ccc(O)cc1.c1ccncc1. The multiplicity is 1. The highest occupied orbital energy comes out at -7.67 eV. Its molecular weight is 739.77 g mol⁻¹. The charge is 0. The energy relative to the best compared isomer or geometry (same formula, charge and spin) comes out at 58.80 kcal/mol. For the LUMO energy, the calculation gives 0.421 eV.

Last columns: bonded neighbours and bond lengths (Å).
Element x y z (Å)
1 O -3.03055 -2.85953 -4.40693  C2 1.367, H9 0.974
2 C -3.08782 -3.38112 -3.14513  O1 1.367, C3 1.438, C8 1.328
3 C -4.14669 -2.99748 -2.25039  C2 1.438, C4 1.574, H10 0.985
4 C -3.86416 -3.46989 -0.77529  C3 1.574, C5 1.436, H11 1.102
5 C -2.72727 -4.26818 -0.41309  C4 1.436, O6 1.329, C7 1.464
6 O -2.36970 -4.60698 0.82159  C5 1.329, H12 0.875
7 C -2.03018 -4.79052 -1.59013  C5 1.464, C8 1.371, H13 1.042
8 C -2.14856 -4.27430 -2.85499  C2 1.328, C7 1.371, H14 1.054
9 H -2.21984 -3.06283 -4.90753  O1 0.974
10 H -4.84219 -2.40093 -2.61260  C3 0.985
11 H -4.64890 -3.12370 -0.08353  C4 1.102
12 H -2.78515 -4.09844 1.39976  O6 0.875
13 H -1.15041 -5.32592 -1.42978  C7 1.042
14 H -1.39827 -4.48174 -3.56511  C8 1.054
15 O 3.11963 0.77195 4.16844  C16 1.399, H23 0.986
16 C 4.26630 0.00142 4.39108  O15 1.399, C17 1.414, C22 1.433
17 C 5.39936 0.15516 3.55963  C16 1.414, C18 1.505, H24 1.041
18 C 6.52985 -0.83191 3.67376  C17 1.505, C19 1.393, H25 0.944
19 C 6.43218 -1.89044 4.57414  C18 1.393, O20 1.338, C21 1.431
20 O 7.40418 -2.81017 4.56648  C19 1.338, H26 0.903
21 C 5.21458 -2.18054 5.26705  C19 1.431, C22 1.450, H27 1.086
22 C 4.15060 -1.20072 5.16216  C16 1.433, C21 1.450, H28 1.014
23 H 2.33945 0.72815 4.76922  O15 0.986
24 H 5.56961 0.96644 2.93061  C17 1.041
25 H 7.22159 -0.58775 3.07971  C18 0.944
26 H 8.07270 -2.68466 3.97318  O20 0.903
27 H 5.05845 -2.97820 5.98729  C21 1.086
28 H 3.37249 -1.39611 5.78193  C22 1.014
29 O -3.57711 2.64796 -4.42133  C30 1.391, H37 0.965
30 C -2.26169 2.21619 -4.28436  O29 1.391, C31 1.394, C36 1.401
31 C -2.00955 0.84649 -4.33196  C30 1.394, C32 1.610, H38 1.096
32 C -0.48565 0.36951 -4.12854  C31 1.610, C33 1.439, H39 1.038
33 C 0.57024 1.34090 -4.01442  C32 1.439, O34 1.310, C35 1.465
34 O 1.84788 1.07545 -4.12605  C33 1.310, H40 0.946
35 C 0.10786 2.73098 -4.01050  C33 1.465, C36 1.422, H41 1.083
36 C -1.25198 3.14718 -4.00905  C30 1.401, C35 1.422, H42 0.986
37 H -3.83861 3.57534 -4.47474  O29 0.965
38 H -2.70379 0.02002 -4.52447  C31 1.096
39 H -0.33999 -0.63684 -3.91893  C32 1.038
40 H 1.86493 0.13042 -4.08869  O34 0.946
41 H 0.98234 3.36622 -3.94704  C35 1.083
42 H -1.29134 4.13173 -4.04364  C36 0.986
43 O 2.47222 1.42025 1.05293  C44 1.392, H51 0.920
44 C 1.26472 0.97579 0.52210  O43 1.392, C45 1.400, C50 1.378
45 C 0.84737 -0.24980 1.05473  C44 1.400, C46 1.559, H52 1.138
46 C -0.57911 -0.70278 0.61685  C45 1.559, C47 1.440, H53 1.136
47 C -1.26031 -0.01915 -0.45227  C46 1.440, O48 1.345, C49 1.392
48 O -2.44802 -0.54259 -0.80396  C47 1.345, H54 0.864
49 C -0.67507 1.19922 -0.78333  C47 1.392, C50 1.469, H55 1.135
50 C 0.62187 1.77229 -0.40009  C44 1.378, C49 1.469, H56 0.991
51 H 2.90058 1.29014 1.85636  O43 0.920
52 H 1.50059 -0.76988 1.82830  C45 1.138
53 H -1.11564 -1.63749 0.97509  C46 1.136
54 H -2.48153 -1.29830 -0.38547  O48 0.864
55 H -1.27307 1.91177 -1.43383  C49 1.135
56 H 0.85365 2.70011 -0.65985  C50 0.991
57 O 11.04107 4.75141 0.58164  C58 1.365, H65 0.966
58 C 9.72405 4.42390 0.73223  O57 1.365, C59 1.362, C64 1.413
59 C 8.79140 5.35728 1.06994  C58 1.362, C60 1.533, H66 1.114
60 C 7.31047 5.01386 1.27020  C59 1.533, C61 1.410, H67 0.981
61 C 6.96302 3.64721 1.29084  C60 1.410, O62 1.424, C63 1.459
62 O 5.61396 3.29101 1.57578  C61 1.424, H68 1.009
63 C 8.00927 2.64082 1.14440  C61 1.459, C64 1.427, H69 0.948
64 C 9.30717 3.07335 0.74013  C58 1.413, C63 1.427, H70 1.176
65 H 11.34044 4.69795 -0.33472  O57 0.966
66 H 8.87788 6.46711 1.11653  C59 1.114
67 H 6.66952 5.73369 1.45103  C60 0.981
68 H 5.17703 2.45682 1.21207  O62 1.009
69 H 7.65294 1.78065 1.32514  C63 0.948
70 H 10.27009 2.41146 0.60809  C64 1.176
71 O -8.86589 0.41460 -3.56221  C72 1.333, H79 0.939
72 C -7.86681 0.62159 -2.70365  O71 1.333, C73 1.377, C78 1.474
73 C -7.91672 1.22200 -1.46558  C72 1.377, C74 1.468, H80 1.056
74 C -6.72235 1.44051 -0.63997  C73 1.468, C75 1.487, H81 1.086
75 C -5.44536 1.17292 -1.35336  C74 1.487, O76 1.350, C77 1.245
76 O -4.34760 1.49885 -0.63767  C75 1.350, H82 0.834
77 C -5.37903 0.70520 -2.50553  C75 1.245, C78 1.401, H83 1.090
78 C -6.51996 0.41820 -3.26597  C72 1.474, C77 1.401, H84 1.329
79 H -9.76555 0.67652 -3.50542  O71 0.939
80 H -8.85390 1.50211 -1.06640  C73 1.056
81 H -6.48468 1.72719 0.38008  C74 1.086
82 H -3.71219 0.97384 -0.76729  O76 0.834
83 H -4.33379 0.48821 -2.72658  C77 1.090
84 H -6.30182 -0.06541 -4.48492  C78 1.329
85 C -4.85373 -3.92737 3.21714  C86 1.416, C90 1.327, H91 1.087
86 C -5.37399 -2.78181 2.56807  C85 1.416, C87 1.438, H92 1.046
87 C -4.55597 -1.60010 2.51916  C86 1.438, N88 1.392, H93 1.008
88 N -3.21182 -1.71689 2.85984  C87 1.392, C89 1.273
89 C -2.77900 -2.81111 3.34475  N88 1.273, C90 1.412, H94 1.113
90 C -3.61325 -3.89706 3.68793  C85 1.327, C89 1.412, H95 1.193
91 H -5.57304 -4.73947 3.14624  C85 1.087
92 H -6.41268 -2.74433 2.44815  C86 1.046
93 H -4.95095 -0.73096 2.19600  C87 1.008
94 H -1.70277 -2.66255 3.58803  C89 1.113
95 H -3.14852 -4.86338 4.21049  C90 1.193

Mulliken atomic charges, in units of e: -0.567, 1.274, -1.364, -0.725, 0.763, -0.556, -0.903, -0.586, 0.307, 0.894, 0.377, 0.372, 0.357, 0.295, -0.494, 0.154, -0.042, -0.867, 0.612, -0.509, -0.730, -0.557, 0.306, 0.372, 0.666, 0.284, 0.383, 0.463, -0.502, 0.809, -0.638, -0.512, 0.539, -0.505, -0.525, -1.205, 0.296, 0.557, 0.352, 0.317, 0.394, 0.665, -0.419, 0.498, -0.753, -0.065, 0.607, 0.278, -0.020, -1.553, 0.236, 0.352, 0.031, -0.284, 0.344, 0.804, -0.541, 0.137, -0.260, -0.661, 0.357, -0.523, -0.657, -0.283, 0.339, 0.297, 0.618, 0.354, 0.594, 0.219, -0.507, 0.413, -0.694, -0.915, 0.282, -0.524, 1.078, -0.467, 0.320, 0.374, 0.437, 0.212, -0.235, 0.145, -0.007, -0.474, -0.555, -0.354, -0.144, -0.490, 0.356, 0.474, 0.629, 0.378, 0.199

***

Formula: C41H41NO6
Source: the OMol25 dataset
Level of theory: ωB97M-V with the def2-TZVPD basis set

The energy is -56958.647 eV. As for the HOMO-LUMO gap: 7.69 eV. The SMILES is CCCCN[C@H]1C(=O)OC[C@@H]1CCC(C)C.O=C1c2ccccc2C(=O)c2ccccc21.O=C1c2ccccc2C(=O)c2ccccc21. The multiplicity is 1. The highest occupied orbital energy comes out at -8.83 eV. Its molecular weight is 643.78 g mol⁻¹. The charge is 0. For the LUMO energy, the calculation gives -1.137 eV.

Last columns: bonded neighbours and bond lengths (Å).
Element x y z (Å)
1 C -1.97339 -3.18300 0.18452  C2 1.536, H17 1.090, H18 1.092, H19 1.090
2 C -2.79185 -3.75523 1.35210  C1 1.536, C3 1.528, H20 1.094, H21 1.092
3 C -1.98861 -4.70845 2.23643  C2 1.528, C4 1.527, H22 1.097, H23 1.095
4 C -2.85302 -5.54833 3.17341  C3 1.527, N5 1.463, H24 1.096, H25 1.094
5 N -2.18477 -6.73441 3.70925  C4 1.463, C6 1.441, H26 1.011
6 C -2.60716 -7.99333 3.14845  N5 1.441, C7 1.528, C11 1.553, H27 1.095
7 C -4.00711 -8.39470 3.61246  C6 1.528, O8 1.188, O9 1.363
8 O -4.52006 -8.22615 4.67068  C7 1.188
9 O -4.61285 -9.08651 2.60699  C7 1.363, C10 1.442
10 C -4.10083 -8.59795 1.35085  O9 1.442, C11 1.531, H28 1.087, H29 1.093
11 C -2.65524 -8.16256 1.60514  C6 1.553, C10 1.531, C12 1.531, H30 1.092
12 C -1.60720 -9.16251 1.10990  C11 1.531, C13 1.529, H31 1.096, H32 1.094
13 C -1.14853 -9.02424 -0.34226  C12 1.529, C14 1.533, H33 1.097, H34 1.093
14 C -2.20338 -9.04938 -1.45409  C13 1.533, C15 1.531, C16 1.531, H35 1.097
15 C -1.54586 -9.35198 -2.80286  C14 1.531, H36 1.091, H37 1.093, H38 1.091
16 C -2.98354 -7.73648 -1.56838  C14 1.531, H39 1.093, H40 1.092, H41 1.090
17 H -2.30447 -3.58107 -0.77466  C1 1.090
18 H -0.91454 -3.43000 0.28888  C1 1.092
19 H -2.04654 -2.09760 0.12224  C1 1.090
20 H -3.66998 -4.28734 0.97547  C2 1.094
21 H -3.16726 -2.93405 1.96616  C2 1.092
22 H -1.39266 -5.37795 1.60457  C3 1.097
23 H -1.27290 -4.12789 2.82798  C3 1.095
24 H -3.75468 -5.86671 2.63725  C4 1.096
25 H -3.20696 -4.93461 4.00642  C4 1.094
26 H -1.17911 -6.64248 3.65491  N5 1.011
27 H -1.95350 -8.77035 3.55766  C6 1.095
28 H -4.19462 -9.39852 0.62136  C10 1.087
29 H -4.73431 -7.76100 1.04566  C10 1.093
30 H -2.46859 -7.19899 1.12680  C11 1.092
31 H -1.97025 -10.18111 1.28957  C12 1.096
32 H -0.71447 -9.05003 1.73279  C12 1.094
33 H -0.56570 -8.10028 -0.44435  C13 1.097
34 H -0.44950 -9.84432 -0.52736  C13 1.093
35 H -2.91598 -9.85415 -1.23735  C14 1.097
36 H -2.28615 -9.69400 -3.52733  C15 1.091
37 H -1.07847 -8.45315 -3.21300  C15 1.093
38 H -0.77206 -10.11599 -2.71676  C15 1.091
39 H -2.30028 -6.88466 -1.51402  C16 1.093
40 H -3.50358 -7.68553 -2.52679  C16 1.092
41 H -3.73452 -7.60799 -0.78934  C16 1.090
42 O -1.73449 0.88930 -0.53393  C43 1.212
43 C -0.93557 1.78521 -0.36432  O42 1.212, C44 1.492, C57 1.492
44 C -0.10878 2.30726 -1.49092  C43 1.492, C45 1.390, C49 1.395
45 C -0.28743 1.77473 -2.76240  C44 1.390, C46 1.385, H58 1.082
46 C 0.45887 2.25638 -3.82494  C45 1.385, C47 1.391, H59 1.082
47 C 1.39068 3.26927 -3.62272  C46 1.391, C48 1.385, H60 1.082
48 C 1.58056 3.79427 -2.35573  C47 1.385, C49 1.389, H61 1.082
49 C 0.82956 3.31957 -1.28773  C44 1.395, C48 1.389, C50 1.492
50 C 1.04332 3.92065 0.06080  C49 1.492, O51 1.212, C52 1.491
51 O 1.86706 4.79290 0.23491  C50 1.212
52 C 0.19709 3.41813 1.18061  C50 1.491, C53 1.390, C57 1.396
53 C 0.35406 3.97776 2.44315  C52 1.390, C54 1.384, H62 1.082
54 C -0.42646 3.53360 3.49675  C53 1.384, C55 1.391, H63 1.082
55 C -1.36683 2.52908 3.29470  C54 1.391, C56 1.384, H64 1.082
56 C -1.52583 1.96696 2.03954  C55 1.384, C57 1.390, H65 1.082
57 C -0.74522 2.40841 0.97762  C43 1.492, C52 1.396, C56 1.390
58 H -1.01722 0.98839 -2.89944  C45 1.082
59 H 0.31556 1.84282 -4.81471  C46 1.082
60 H 1.97112 3.64627 -4.45498  C47 1.082
61 H 2.30234 4.57988 -2.17658  C48 1.082
62 H 1.08997 4.75880 2.57892  C53 1.082
63 H -0.30420 3.97056 4.47915  C54 1.082
64 H -1.97717 2.18596 4.11986  C55 1.082
65 H -2.25157 1.18487 1.86256  C56 1.082
66 O 5.32454 9.74832 -3.58035  C67 1.212
67 C 4.79203 9.55405 -2.50871  O66 1.212, C68 1.492, C81 1.492
68 C 3.54119 8.74883 -2.40059  C67 1.492, C69 1.390, C73 1.396
69 C 2.99903 8.19484 -3.55441  C68 1.390, C70 1.385, H82 1.082
70 C 1.84711 7.43056 -3.47719  C69 1.385, C71 1.391, H83 1.083
71 C 1.23224 7.21690 -2.24832  C70 1.391, C72 1.384, H84 1.083
72 C 1.76516 7.76869 -1.09634  C71 1.384, C73 1.389, H85 1.081
73 C 2.91969 8.53827 -1.16845  C68 1.396, C72 1.389, C74 1.492
74 C 3.47022 9.12859 0.08608  C73 1.492, O75 1.212, C76 1.492
75 O 2.90972 8.98137 1.15024  C74 1.212
76 C 4.73719 9.91021 -0.01854  C74 1.492, C77 1.390, C81 1.395
77 C 5.29235 10.44568 1.13769  C76 1.390, C78 1.384, H86 1.081
78 C 6.47013 11.16955 1.06769  C77 1.384, C79 1.391, H87 1.082
79 C 7.09920 11.36355 -0.15747  C78 1.391, C80 1.384, H88 1.082
80 C 6.54898 10.83567 -1.31270  C79 1.384, C81 1.390, H89 1.081
81 C 5.36681 10.10733 -1.24814  C67 1.492, C76 1.395, C80 1.390
82 H 3.49462 8.37223 -4.49922  C69 1.082
83 H 1.42645 6.99573 -4.37515  C70 1.083
84 H 0.34037 6.60591 -2.18945  C71 1.083
85 H 1.30765 7.60290 -0.13097  C72 1.081
86 H 4.78749 10.28326 2.08019  C77 1.081
87 H 6.90158 11.58510 1.96901  C78 1.082
88 H 8.02076 11.92859 -0.20892  C79 1.082
89 H 7.02053 10.97783 -2.27550  C80 1.081

Mulliken atomic charges, in units of e: -1.211, -0.376, -0.499, -0.979, -0.306, -1.287, 0.409, -0.570, -0.422, -1.064, 2.396, -1.240, -0.991, 1.012, -1.741, -1.237, 0.292, 0.370, 0.281, 0.304, 0.363, 0.313, 0.411, 0.259, 0.487, 0.366, 0.587, 0.353, 0.350, -0.329, 0.334, 0.416, 0.344, 0.397, 0.160, 0.409, 0.342, 0.435, 0.280, 0.447, 0.137, -0.687, 0.562, 0.286, -0.621, -0.533, -0.648, -0.717, 0.395, 0.486, -0.684, 0.306, -0.548, -0.572, -0.512, -0.604, 0.199, 0.509, 0.405, 0.452, 0.667, 0.520, 0.400, 0.413, 0.524, -0.661, 0.577, 0.373, -0.678, -0.503, -0.551, -0.499, 0.164, 0.494, -0.665, 0.203, -0.570, -0.482, -0.478, -0.557, 0.190, 0.490, 0.458, 0.443, 0.506, 0.474, 0.395, 0.401, 0.473

***

Question: Which of these has the highest highest occupied orbital energy?
Answer: C41H41NO12